(1)
Molecular formula: C2H3ClO
Method: DFT, wB97M-V/def2-TZVPD

Last columns: bonded neighbours and bond lengths (Å).
CARTESIAN COORDINATES (ANGSTROEM)
1 O -1.85946 0.04882 0.03582  C2 1.262
2 C -0.69501 0.52160 -0.07870  O1 1.262, C3 1.371, H5 1.161
3 C 0.37856 -0.33105 -0.06649  C2 1.371, Cl4 1.681, H6 1.061, H7 1.183
4 Cl 1.96424 0.22164 0.01294  C3 1.681
5 H -0.54243 1.66729 0.03294  C2 1.161
6 H 0.49359 -1.08306 -0.80574  C3 1.061
7 H 0.26052 -1.04523 0.86923  C3 1.183

Results
Max |F| (eV Å⁻¹): 7.7
E (eV): -16691.0064
SMILES string: O=CCCl
M (g mol⁻¹): 78.5
HOMO-LUMO gap (eV): 10.749
LUMO (eV): 0.2


(2)
Molecular formula: C2H3ClO2
Method: DFT, wB97M-V/def2-TZVPD

Last columns: bonded neighbours and bond lengths (Å).
CARTESIAN COORDINATES (ANGSTROEM)
1 C -0.30027 0.40902 0.90703  O2 1.397, H6 1.074, H7 1.182, H8 0.946
2 O 0.70692 -0.10725 0.08739  C1 1.397, C3 1.253
3 C 0.58063 -0.65310 -1.03392  O2 1.253, O4 1.196, Cl5 1.786
4 O 1.29530 -1.46662 -1.54228  C3 1.196
5 Cl -0.71057 0.07366 -2.03097  C3 1.786
6 H -1.20859 -0.15332 0.79523  C1 1.074
7 H 0.11234 0.56354 2.00346  C1 1.182
8 H -0.47575 1.33406 0.81407  C1 0.946

Results
Max |F| (eV Å⁻¹): 7.7
E (eV): -18738.7988
SMILES string: COC(=O)Cl
M (g mol⁻¹): 94.5
HOMO-LUMO gap (eV): 11.583
LUMO (eV): 0.6


| no. | HOMO level (eV) |
| --- | --- |
| 1 | -10.55 |
| 2 | -11.00 |